one.
Here is a cluster of 2 separate species, C11H18 in total from the OMol25 dataset. Energies are from wB97M-V/def2-TZVPD.

CARTESIAN COORDINATES (ANGSTROEM)
C -1.23841 -1.91374 -0.52809
C 1.86663 2.64586 -0.10756
C -0.74438 -2.12778 0.75411
C 0.82496 3.26178 -1.04782
C -1.61100 -2.84786 1.77428
C 0.66264 2.64240 -2.44012
C -2.28712 -1.85355 2.72778
C 0.52880 -1.69621 1.12076
C 1.28198 -1.07155 0.13972
C 0.73025 -0.74824 -1.08758
C -0.53419 -1.15324 -1.46782
H 1.41598 -0.14273 -1.65947
H -2.20623 -2.30326 -0.83989
H -3.24333 -2.16499 3.13111
H -0.09945 3.19533 -3.00543
H 0.38007 1.59055 -2.41583
H -0.12111 3.40773 -0.53854
H -2.35855 -3.43500 1.23979
H 0.87762 -1.80141 2.13835
H 2.46696 3.45549 0.31300
H -2.31979 -0.83944 2.33763
H 2.35288 -0.90571 0.21386
H -0.90040 -0.99757 -2.47617
H -1.63335 -1.68385 3.59363
H 2.65989 2.02970 -0.55533
H 1.52829 2.72338 -3.09435
H 1.49041 2.07247 0.73708
H -1.01730 -3.57094 2.33936
H 1.24728 4.23239 -1.29646

spin multiplicity	1
E_LUMO	1.02	eV
E_HOMO	-0.3307	Ha
SMILES	CCc1ccccc1.CCC
frontier orbital gap	10.0	eV
molecular weight	150.27	g/mol



two.
Here is a cluster of 2 separate species, C11H18 in total from the OMol25 dataset. Energies are from wB97M-V/def2-TZVPD.

CARTESIAN COORDINATES (ANGSTROEM)
C 2.12117 -0.85915 -0.32032
C -0.90597 0.48784 -0.74554
C -2.03939 -0.97588 1.01335
C -2.33889 0.02254 -0.07169
C -3.27046 -0.61983 -1.02946
C 3.09569 1.35547 -0.15280
C -2.87726 1.15849 0.88900
C 4.34481 0.83129 0.13923
C 4.47563 -0.55568 0.27691
C 2.02601 0.53750 -0.35943
C 3.37168 -1.45898 0.11863
H -3.02194 -1.66047 -1.50984
H -4.16036 -0.70258 -0.34905
H -0.07660 -0.29885 -0.92242
H -3.33453 2.09380 0.44349
H -1.30782 1.14842 -1.74395
H 5.10523 1.51818 0.32631
H -3.38287 0.12642 -1.96414
H 1.21474 -1.39523 -0.64019
H -1.26239 -0.70851 1.72995
H -3.77438 0.69244 1.39515
H -1.73414 -1.91078 0.51123
H 1.05028 0.96285 -0.65969
H 5.42097 -1.13996 0.52931
H 3.49159 -2.53449 0.01188
H 3.05214 2.50969 -0.15164
H -2.08096 1.53201 1.46800
H -0.30971 1.18599 0.02247
H -2.89229 -1.34255 1.74526

spin multiplicity	1
E_LUMO	0.81	eV
E_HOMO	-0.3429	Ha
SMILES	CC(C)(C)C.c1ccccc1
frontier orbital gap	10.1	eV
molecular weight	150.27	g/mol



Ranking the structures above from most stable to least stable yields one, two.